The following is a DFT calculation (ωB97M-V/def2-TZVPD) of C16H15BF4MoN3O4S6Se2Te2 as an isolated structure.

Calculated values
LUMO level (alpha / beta)	0.1963 / 0.3530	eV
ΔE to the lowest compared entry with this formula, charge and spin	134.4	kJ/mol
net charge	-1
2S+1	3
HOMO-LUMO gap (alpha / beta)	4.7 / 4.8	eV

The geometry in XYZ format:
```
54
C16H15BF4MoN3O4S6Se2Te2 | the Open Molecules 2025 dataset | ωB97M-V/def2-TZVPD
Mo -0.72 2.32 -0.62
Se 1.70 1.96 -0.23
Te 2.79 2.61 -2.37
Te 1.36 4.93 -2.84
Se -0.47 4.71 -1.15
N -0.62 1.77 -2.72
H -0.93 0.79 -2.83
H 0.32 1.77 -3.11
H -1.19 2.38 -3.30
O -3.37 -0.35 0.04
C -2.17 -0.32 0.15
O -1.35 0.46 -0.52
C -1.43 -1.22 1.11
C -0.06 -1.43 0.99
C 0.61 -2.18 1.93
C -0.12 -2.71 2.99
C -1.49 -2.56 3.11
C -2.15 -1.81 2.15
N 0.61 -3.41 4.06
O -0.03 -3.76 5.04
O 1.80 -3.58 3.93
H 0.46 -1.00 0.14
H 1.67 -2.36 1.87
H -2.01 -3.01 3.94
H -3.22 -1.66 2.18
F -2.79 2.68 -0.96
B -3.82 3.58 -0.25
F -4.65 4.03 -1.24
F -3.04 4.59 0.31
F -4.42 2.81 0.70
S -1.32 2.50 1.85
C -0.14 1.76 2.84
N -0.56 0.74 3.63
C 0.20 0.08 4.53
C 1.51 0.43 4.69
C 2.01 1.49 3.90
C 1.20 2.15 3.01
H -1.51 0.43 3.47
H -0.28 -0.71 5.07
H 2.13 -0.10 5.39
H 3.04 1.79 4.01
H 1.57 2.97 2.42
C 3.09 -0.04 -4.99
S 1.32 -0.19 -5.36
C 1.07 -1.87 -4.96
C 0.35 -2.34 -3.91
S -0.56 -1.52 -2.71
S 0.36 -4.10 -3.80
C 1.34 -4.47 -5.17
S 1.76 -6.01 -5.62
S 1.81 -3.06 -6.02
H 3.38 0.99 -5.21
H 3.67 -0.71 -5.61
H 3.27 -0.25 -3.94
```